9 unconnected molecules or ions with the total composition C54H135O36P9 in a non-equilibrium geometry. Source: the Open Molecules 2025 dataset; level of theory: ωB97M-V/def2-TZVPD.

Geometry as XYZ:
```
234
Properties=species:S:1:pos:R:3:forces:R:3
C -0.151243 -1.481136 -3.622554 0.3 0.0 -0.1
C -0.494544 -0.171660 -2.872033 -1.9 -0.4 -1.4
O -0.249115 -0.139090 -1.470305 -0.5 -0.2 1.5
P -1.335843 0.456294 -0.441702 -0.7 1.4 1.5
O -1.446526 1.962303 -0.406194 0.1 -2.8 -0.2
O -0.992796 -0.188410 1.050790 0.1 0.7 -2.4
C -1.302274 0.529537 2.263015 0.1 0.3 0.7
C -0.198870 1.511276 2.703786 0.3 -0.5 -1.2
O -2.730285 -0.344335 -0.798853 2.0 1.1 0.1
C -3.959480 0.219489 -0.391638 -2.7 -0.8 0.2
C -4.875262 -0.904200 0.123016 -0.2 0.1 0.1
H 0.898380 -1.717877 -3.796748 0.2 0.4 0.3
H -0.588532 -2.408960 -3.253723 -0.2 0.3 0.8
H -0.595879 -1.458432 -4.617482 0.0 0.6 -0.1
H -0.224028 0.754004 -3.380039 1.4 -0.1 0.3
H -1.561977 -0.038127 -3.047694 -0.5 -0.5 0.4
H -2.271098 1.027641 2.225906 0.0 0.0 -0.4
H -1.420777 -0.274870 2.988966 0.2 0.0 0.1
H 0.697123 1.170134 2.185211 0.3 -0.3 0.3
H -0.306146 2.510133 2.280843 -0.5 0.1 0.4
H 0.002078 1.513013 3.775096 -0.3 0.1 -0.1
H -4.024137 0.973109 0.393201 1.3 0.3 -0.2
H -4.510032 0.591400 -1.255743 0.5 0.5 -0.2
H -4.363460 -1.509798 0.870956 0.1 -0.4 -0.4
H -5.752521 -0.526630 0.648324 0.1 0.6 0.1
H -5.339785 -1.433588 -0.708890 0.6 -0.6 0.1
C 7.614328 4.126364 6.724360 -0.3 -1.3 0.4
C 7.301690 2.613783 7.121341 -0.3 1.1 0.5
O 7.842465 1.736887 6.144465 0.7 -2.0 0.0
P 8.004966 0.143795 6.550708 -2.2 2.0 -0.1
O 8.504808 -0.611763 5.414998 0.3 -0.4 0.1
O 8.801433 0.049637 7.925342 -1.1 -0.3 -0.4
C 10.225473 0.054496 7.942222 0.5 1.3 0.0
C 10.657767 1.407470 8.509089 1.0 -0.9 0.4
O 6.471377 -0.147451 7.044805 2.5 1.7 -1.0
C 6.044379 -1.418461 7.393273 -1.6 -1.4 1.0
C 4.882811 -1.802514 6.452871 1.2 0.1 0.2
H 7.032903 4.929983 7.176270 -0.4 -0.6 0.7
H 8.645217 4.352124 6.997105 0.1 -0.1 -0.5
H 7.382983 4.283322 5.670826 0.6 -0.4 -0.2
H 7.728984 2.273594 8.064614 0.2 0.8 0.4
H 6.248341 2.356145 7.231652 -0.3 0.6 -0.3
H 10.560653 -0.731225 8.619283 -0.1 -0.2 -0.3
H 10.578141 -0.061505 6.917396 0.3 -0.4 0.1
H 11.723335 1.375330 8.736316 0.3 -0.1 -0.4
H 10.504094 2.241152 7.823929 -0.4 0.0 0.3
H 10.266021 1.489437 9.522946 -0.7 0.6 -0.3
H 6.831901 -2.169177 7.458969 0.2 0.1 -0.4
H 5.651316 -1.299542 8.402953 0.0 -0.3 0.2
H 4.643920 -2.865984 6.445012 0.0 0.1 0.3
H 4.021290 -1.201947 6.744767 0.0 -0.1 -0.5
H 5.290331 -1.556132 5.472400 -0.6 0.1 -0.3
C 12.495108 -3.493867 -4.601670 -1.1 -1.2 0.9
C 11.220465 -4.350994 -4.238524 1.8 0.4 -0.9
O 10.081963 -3.533970 -4.102757 -2.0 1.1 1.6
P 9.251353 -3.596615 -2.706368 0.3 -0.8 0.4
O 10.092733 -3.735271 -1.486983 -1.2 0.0 -1.5
O 8.278027 -2.310492 -2.748948 1.3 -1.5 -1.2
C 7.420220 -2.148443 -1.646546 -0.6 1.9 2.1
C 7.478058 -0.614501 -1.354657 0.4 -0.5 0.0
O 8.205137 -4.840680 -2.915371 1.7 0.8 1.2
C 7.453770 -4.932074 -4.089865 -0.6 0.4 -1.4
C 7.602853 -6.256213 -4.810032 0.5 -0.1 0.2
H 12.303728 -2.875538 -5.478669 0.2 -0.2 0.0
H 12.843600 -2.882592 -3.769198 -0.3 0.1 0.0
H 13.265866 -4.252559 -4.737340 0.2 0.2 -0.5
H 11.011439 -4.999867 -5.089041 0.1 -0.1 0.0
H 11.400589 -4.980992 -3.367458 0.0 0.2 0.1
H 6.387551 -2.462997 -1.797408 0.0 0.1 -0.9
H 7.685205 -2.741666 -0.771349 0.7 0.0 0.0
H 7.334174 -0.136369 -2.323574 -0.5 0.3 0.2
H 6.840778 -0.229163 -0.558737 -0.6 -0.3 -0.4
H 8.449110 -0.246324 -1.023634 0.4 -0.7 -0.1
H 6.409421 -4.709817 -3.870674 -0.2 -0.3 0.3
H 7.717456 -4.148604 -4.800320 0.3 0.2 0.0
H 8.632429 -6.493992 -5.077473 0.3 0.4 0.2
H 7.302270 -7.096938 -4.184762 -0.5 0.0 -0.3
H 7.101045 -6.161640 -5.773019 -0.5 -0.4 0.2
C -4.845667 1.898426 -8.780286 -1.0 0.9 0.7
C -3.887201 2.095571 -9.894334 1.1 -0.9 -0.2
O -4.489033 2.314442 -11.178874 0.4 -0.4 -1.8
P -3.503792 1.954046 -12.437817 0.0 -0.3 -0.2
O -2.059355 2.128571 -12.253748 -0.5 -0.3 0.4
O -3.905330 0.431704 -12.829974 2.2 2.1 0.5
C -5.221742 0.137431 -13.114212 -1.3 -2.2 -0.3
C -5.148387 -1.339810 -13.533160 -0.6 -0.6 0.2
O -4.075224 2.801104 -13.649927 -0.5 -0.1 0.8
C -3.409448 2.938792 -14.915915 -0.2 0.7 -0.7
C -3.986556 2.021231 -15.984955 -0.1 -0.3 1.5
H -5.477593 2.781677 -8.687276 -0.2 -0.1 0.4
H -5.476283 1.009970 -8.813077 0.0 0.0 -0.7
H -4.282367 1.737859 -7.861044 0.2 0.4 0.1
H -3.180126 2.919439 -9.797487 0.0 -0.1 0.7
H -3.350978 1.146789 -9.874749 0.6 0.1 -0.6
H -5.777285 0.308102 -12.192078 -0.5 -0.2 -0.2
H -5.693429 0.680054 -13.933459 0.4 0.6 0.0
H -4.981947 -1.997423 -12.679963 0.0 0.1 0.2
H -6.029311 -1.730599 -14.042435 -0.3 0.3 0.1
H -4.330837 -1.550032 -14.222751 0.2 0.5 0.0
H -3.673342 3.947303 -15.234291 0.3 0.2 0.2
H -2.324784 2.864888 -14.837521 -0.1 -0.1 0.3
H -3.657875 2.371125 -16.963537 -0.2 -0.4 0.0
H -3.717916 0.995600 -15.731917 0.3 -0.1 -0.6
H -5.066488 2.042581 -15.838753 -0.1 0.3 -0.6
C -7.150904 -7.320591 4.622110 -0.9 0.2 0.6
C -6.203626 -8.256737 5.302037 1.6 -0.4 -0.4
O -5.265525 -8.944598 4.423781 -0.5 -1.8 -1.4
P -5.627672 -10.327644 3.566448 -0.3 1.3 -0.4
O -4.436587 -10.994353 3.001943 -0.9 1.0 0.4
O -6.781950 -9.847961 2.453544 1.3 -1.5 2.2
C -6.731057 -8.631838 1.741298 0.1 1.4 -0.9
C -6.174873 -8.748703 0.331825 0.5 -0.9 -0.3
O -6.422868 -11.283319 4.607472 -0.9 2.1 -1.6
C -5.625322 -11.716543 5.698354 1.4 -0.9 -0.5
C -6.500675 -12.456483 6.667925 0.0 0.6 -0.5
H -7.603466 -6.795020 5.462980 -0.7 -0.2 0.1
H -6.816390 -6.472358 4.024856 0.8 -0.5 -0.2
H -7.892764 -7.909194 4.082380 -0.2 0.3 0.0
H -5.505748 -7.736587 5.958159 -0.3 0.1 0.2
H -6.723533 -9.018304 5.883269 -0.3 0.1 0.0
H -7.740574 -8.223034 1.698188 -0.2 -0.3 0.1
H -6.151099 -7.854980 2.239541 0.2 -0.3 0.4
H -6.045119 -7.790861 -0.171969 -0.2 0.2 0.3
H -5.194776 -9.224116 0.370204 0.2 0.1 0.1
H -6.740065 -9.394661 -0.340038 -0.4 0.0 0.2
H -4.890285 -12.342759 5.192707 0.3 -0.5 0.6
H -5.045142 -10.894317 6.117190 -0.3 0.2 0.3
H -5.898886 -12.943513 7.435226 -0.2 0.0 0.0
H -7.175958 -11.712614 7.090713 -0.1 -0.3 0.4
H -7.084957 -13.160670 6.075613 0.0 -0.2 0.3
C 7.110685 -2.424342 13.734233 0.8 -0.5 -0.2
C 6.963189 -1.060808 13.093334 -0.9 -1.2 -0.3
O 6.019087 -0.396254 13.927766 -0.3 3.4 1.5
P 6.128318 1.237359 14.090698 -0.8 1.0 -0.3
O 7.475073 1.842109 13.895399 -1.7 -0.9 0.3
O 5.041424 1.824401 12.972751 3.0 -0.4 1.0
C 3.750076 1.330054 12.859291 -1.8 0.5 0.3
C 2.914719 2.411354 12.148705 0.3 -0.1 0.2
O 5.382077 1.585590 15.517811 0.3 -1.1 -2.0
C 5.429135 2.873738 16.191245 2.2 -1.1 0.6
C 4.112424 3.423091 16.532217 -1.7 -0.4 -0.4
H 6.250790 -3.093238 13.698690 -0.3 0.5 -0.1
H 7.895512 -2.978844 13.219763 0.2 0.0 0.1
H 7.395956 -2.295217 14.778288 0.1 0.0 0.0
H 7.925878 -0.566325 12.963619 -0.2 0.3 0.3
H 6.425525 -1.119565 12.146988 0.5 -0.2 -0.4
H 3.701776 0.344498 12.396207 0.2 0.0 -0.1
H 3.342152 1.279461 13.868821 -0.2 -0.5 0.1
H 1.911953 2.081473 11.877174 0.1 -0.2 0.1
H 2.821884 3.232586 12.859381 -0.1 0.1 -0.1
H 3.409253 2.818841 11.266948 0.1 -0.2 -0.1
H 6.031093 2.627855 17.066054 -0.1 0.2 0.3
H 6.036559 3.600205 15.651449 -0.2 -0.1 -0.4
H 3.557031 3.466794 15.595354 0.0 1.2 -0.2
H 3.391816 2.813265 17.077144 0.7 -0.6 0.6
H 4.233744 4.335225 17.116499 -0.2 0.3 -0.6
C -12.697814 -1.764740 -3.314691 -1.0 -1.2 1.0
C -13.135937 -2.918811 -4.263519 0.1 2.1 -0.8
O -14.310071 -3.586339 -3.737056 -0.6 -0.5 -0.6
P -15.296132 -4.248683 -4.854567 -1.0 -0.1 0.1
O -15.661637 -3.444714 -6.037759 0.8 -0.5 0.9
O -14.614482 -5.643124 -5.204600 0.2 0.2 -0.7
C -13.727488 -6.314253 -4.339283 1.0 -0.3 0.8
C -13.143079 -7.579347 -4.922047 -0.5 -0.8 -0.3
O -16.589411 -4.766911 -4.041000 2.1 2.1 1.0
C -17.802423 -5.018618 -4.698662 0.3 -0.7 -1.5
C -17.871498 -6.504237 -4.801542 -1.5 -1.3 0.4
H -11.868952 -1.093729 -3.540122 0.1 -0.6 -0.7
H -13.564084 -1.131950 -3.121668 -0.1 0.0 -0.2
H -12.498944 -2.237164 -2.352740 0.3 0.1 0.2
H -13.456339 -2.422308 -5.179448 0.1 -0.2 -0.3
H -12.330779 -3.605154 -4.525713 -0.1 -0.2 0.4
H -12.889410 -5.662371 -4.092776 0.0 0.2 -0.1
H -14.164107 -6.560323 -3.371343 -0.5 0.1 0.0
H -13.798480 -8.450101 -4.904307 -0.5 0.2 0.2
H -12.879797 -7.511788 -5.977618 0.5 0.4 0.2
H -12.318986 -7.886356 -4.278054 0.3 0.2 -0.3
H -18.635926 -4.584326 -4.146621 0.2 0.0 0.0
H -17.830817 -4.688953 -5.737214 0.3 0.9 0.2
H -18.342651 -6.827023 -3.873146 -0.2 -0.7 -0.2
H -18.469762 -6.767153 -5.673935 -0.4 -0.2 0.2
H -16.960368 -7.092872 -4.908499 0.4 0.7 0.0
C 7.792677 5.971201 -8.148775 0.3 -0.4 0.4
C 8.483216 5.304624 -9.324402 -1.4 0.8 -0.7
O 9.452797 4.391985 -8.908830 1.2 -2.2 0.3
P 9.788937 3.084984 -9.828648 0.4 0.5 -1.6
O 10.097915 3.431164 -11.260981 -1.2 -0.7 2.4
O 11.041466 2.429054 -9.082376 -1.2 0.3 0.9
C 12.155021 3.225881 -8.690862 1.2 0.7 0.2
C 13.000471 3.526435 -9.873657 0.5 -0.3 -1.3
O 8.588840 2.009401 -9.619490 1.6 0.6 -0.2
C 8.217405 1.453037 -8.340218 -1.2 -0.2 0.0
C 6.956399 2.127465 -7.891666 0.1 0.8 1.3
H 8.486312 6.612276 -7.604717 -0.2 0.2 0.0
H 6.890277 6.505768 -8.445459 0.3 0.2 -0.2
H 7.446486 5.204260 -7.455913 0.1 0.0 0.1
H 7.707921 4.776066 -9.879055 0.0 0.0 -0.4
H 8.954078 6.041063 -9.975593 -0.1 0.0 -0.1
H 11.962771 4.195917 -8.232404 -1.2 -0.1 0.0
H 12.767249 2.741930 -7.929903 -0.5 -0.8 0.0
H 13.787503 4.221351 -9.580805 0.0 0.1 -0.3
H 13.437903 2.640450 -10.333839 0.3 -0.3 0.4
H 12.394276 3.880154 -10.707631 0.0 0.7 0.2
H 7.862139 0.424699 -8.406592 1.0 -0.4 -0.9
H 9.000727 1.484327 -7.582893 0.2 0.3 -0.3
H 6.076235 1.988043 -8.519331 0.4 0.1 -0.3
H 6.695388 1.705081 -6.921319 -0.1 -0.1 0.2
H 7.189938 3.174200 -7.697006 -0.5 0.1 -0.2
C -6.668431 14.565632 3.438408 -0.4 0.4 0.3
C -5.317960 13.954918 3.644277 0.4 -0.2 -0.7
O -5.473203 12.660653 4.277875 1.6 -1.2 0.2
P -4.124115 11.757777 4.557903 -0.8 -0.7 0.4
O -2.858456 12.209456 3.931129 -1.2 -0.2 0.3
O -4.523098 10.174374 4.194169 -0.1 3.1 0.7
C -4.733928 9.789745 2.833486 1.4 -2.0 -0.5
C -3.582805 8.761786 2.535322 -0.6 1.2 0.1
O -4.110568 11.739843 6.175594 -0.1 -0.1 -1.1
C -2.891627 11.248222 6.814213 -0.7 -1.8 -0.4
C -2.833536 9.703096 6.680128 -0.1 0.3 -0.5
H -7.396989 13.941670 2.920729 0.1 -0.3 0.3
H -6.978764 14.855901 4.442173 -0.7 -0.1 -0.2
H -6.631436 15.481360 2.848350 0.4 0.1 0.0
H -4.794363 13.808759 2.699516 0.2 0.1 0.1
H -4.755841 14.634744 4.284554 0.3 -0.2 0.0
H -5.618580 9.153035 2.824170 -0.5 0.7 -0.1
H -4.747291 10.598047 2.102337 -0.2 0.2 0.3
H -2.626945 9.280384 2.609247 0.1 -0.2 0.4
H -3.743534 8.020312 3.317942 0.6 -0.2 -0.2
H -3.597786 8.322883 1.537705 -0.4 -0.1 0.1
H -2.094240 11.726260 6.245208 0.4 0.1 0.9
H -3.004358 11.379837 7.890346 0.2 1.1 -0.3
H -2.408658 9.179841 7.536735 0.4 0.4 0.0
H -3.849097 9.312994 6.612659 -0.1 0.1 -0.1
H -2.312615 9.441754 5.759029 0.0 -0.3 0.1
```
Forces are in eV/Å.

Summary:
- 2S+1 = 1
- E (hartree) = -7920.0508
- SMILES = CCOP(=O)(OCC)OCC.CCOP(=O)(OCC)OCC.CCOP(=O)(OCC)OCC.CCOP(=O)(OCC)OCC.CCOP(=O)(OCC)OCC.CCOP(=O)(OCC)OCC.CCOP(=O)(OCC)OCC.CCOP(=O)(OCC)OCC.CCOP(=O)(OCC)OCC
- M (g/mol) = 1639.40
- orbital gap (eV) = 10.67
- energy relative to the best compared isomer or geometry (same formula, charge and spin) (eV) = 5.0076

Results of the Löwdin charge analysis, in e, for atoms 1 through 8:
1. C -0.0621
2. C -0.2635
3. O -0.1678
4. P 0.5478
5. O -0.2619
6. O -0.2080
7. C -0.2671
8. C -0.0685